<1>
Molecular formula: C4H7N3S
Method: DFT, ωB97M-V with the def2-TZVPD basis set

Last column: Löwdin charge in e.
Geometry (Å):
C  2.062  -0.740  -0.089  -0.06
N  0.636  -0.578  -0.022  -0.16
C  -0.310  -1.577  0.078  -0.15
N  -1.548  -1.111  0.003  0.10
C  -1.407  0.264  -0.036  -0.42
N  -2.609  1.005  0.072  0.08
C  -0.066  0.624  -0.006  -0.58
S  0.654  2.251  -0.073  0.78
H  2.331  -1.806  -0.205  0.10
H  2.463  -0.092  -0.881  0.08
H  2.536  -0.353  0.867  0.10
H  -0.050  -2.605  -0.059  0.11
H  -3.277  0.499  -0.516  0.08
H  -2.427  1.943  -0.344  0.08
H  1.011  2.275  1.211  -0.14

For the HOMO energy, the calculation gives -0.2933 hartree. As for the multiplicity: 1. Its LUMO energy is 0.62 eV. The value obtained for the gap between HOMO and LUMO is 8.60 eV.



<2>
Molecular formula: C4H7N3S
Method: DFT, ωB97M-V with the def2-TZVPD basis set

Last column: Löwdin charge in e.
Geometry (Å):
C  -2.324  -0.150  -1.009  -0.14
N  -1.044  0.506  -0.867  -0.55
S  -1.045  2.226  -0.812  0.80
C  0.033  -0.182  -0.404  -0.29
N  1.046  0.409  0.137  -0.01
C  2.139  -0.458  0.546  -0.24
C  2.367  -0.377  2.002  -0.21
N  2.613  -0.462  3.132  0.13
H  -2.902  0.422  -1.734  0.07
H  -2.194  -1.189  -1.363  0.09
H  -2.871  -0.200  -0.058  0.09
H  -0.794  2.318  0.517  -0.12
H  -0.021  -1.289  -0.459  0.14
H  1.956  -1.518  0.276  0.12
H  3.042  -0.055  0.097  0.11

For the HOMO energy, the calculation gives -0.3353 hartree. As for the multiplicity: 1. Its LUMO energy is 0.63 eV. The value obtained for the gap between HOMO and LUMO is 9.75 eV.



Need the numbers? Relative energies in eV: <1> 0.000; <2> 1.354.



<1>
Molecular formula: C2H3O3PS
Method: DFT, ωB97M-V with the def2-TZVPD basis set

Last column: Löwdin charge in e.
Geometry (Å):
O  -0.430  -2.381  0.027  -0.40
P  -0.006  -1.345  -0.957  0.30
O  0.001  -1.675  -2.416  -0.43
O  1.391  -0.514  -0.457  -0.28
C  0.193  0.346  -0.473  -0.42
C  -0.220  0.889  0.958  -0.65
S  -0.909  2.608  1.656  -0.20
H  0.291  1.096  -1.256  0.08
H  -0.981  0.201  1.335  0.00
H  0.669  0.775  1.583  0.00

For the HOMO energy, the calculation gives 0.0128 hartree. The total charge is -2. As for the multiplicity: 1. Its LUMO energy is 6.14 eV. The value obtained for the gap between HOMO and LUMO is 5.79 eV.



<2>
Molecular formula: C2H3O3PS
Method: DFT, ωB97M-V with the def2-TZVPD basis set

Last column: Löwdin charge in e.
Geometry (Å):
C  0.606  0.734  -0.949  -0.30
C  -0.479  -0.166  -0.470  -0.84
S  -1.629  -0.402  -1.593  0.44
P  -0.323  -0.839  1.446  -0.01
O  -1.602  -1.584  1.722  -0.48
O  -0.233  0.541  2.070  -0.48
O  0.988  -1.586  1.265  -0.48
H  0.098  1.606  -1.531  0.05
H  1.287  0.483  -1.756  0.03
H  1.286  1.214  -0.203  0.06

For the HOMO energy, the calculation gives 0.0112 hartree. The total charge is -2. As for the multiplicity: 1. Its LUMO energy is 5.82 eV. The value obtained for the gap between HOMO and LUMO is 5.52 eV.



Need the numbers? Relative energies in eV: <1> 0.086; <2> 0.000.



<1>
Molecular formula: C3H10NOS
Method: DFT, ωB97M-V with the def2-TZVPD basis set

Last column: Löwdin charge in e.
Geometry (Å):
C  0.949  -1.646  -1.296  -0.19
C  1.149  -0.424  -0.403  -0.54
S  1.085  1.202  -1.409  0.57
H  0.169  -1.295  -2.030  0.06
H  1.765  -2.093  -1.953  0.07
H  0.561  -2.366  -0.548  0.06
H  2.135  -0.356  0.048  0.05
H  0.347  -0.175  0.251  -0.02
H  2.415  1.265  -1.311  -0.20
N  -1.254  0.900  2.317  -0.06
C  -1.828  -0.122  1.205  -0.57
O  -1.199  -1.266  0.958  -0.35
H  -1.674  0.763  3.248  0.00
H  -1.567  1.863  2.134  0.00
H  -1.823  0.427  0.288  0.04
H  -2.945  -0.280  1.494  0.07

For the HOMO energy, the calculation gives -0.0970 hartree. The total charge is -1. As for the multiplicity: 1. Its LUMO energy is 3.40 eV. The value obtained for the gap between HOMO and LUMO is 6.04 eV.



<2>
Molecular formula: C3H10NOS
Method: DFT, ωB97M-V with the def2-TZVPD basis set

Last column: Löwdin charge in e.
Geometry (Å):
N  1.537  -2.100  -0.856  -0.05
C  0.956  -1.624  0.442  -0.60
O  1.014  -0.291  0.557  -0.36
H  2.107  -2.920  -0.705  0.01
H  2.177  -1.359  -1.119  0.03
H  -0.089  -2.020  0.492  0.07
H  1.523  -2.153  1.260  0.07
C  -0.894  2.019  1.222  -0.45
S  -2.182  1.542  0.046  0.66
C  -1.196  0.811  -1.274  -0.45
H  -0.479  3.009  1.056  0.02
H  -0.126  1.227  1.238  0.00
H  -1.377  1.976  2.202  0.01
H  -1.832  0.137  -1.847  0.02
H  -0.724  1.541  -1.931  0.02
H  -0.414  0.205  -0.782  0.00

For the HOMO energy, the calculation gives -0.1053 hartree. The total charge is -1. As for the multiplicity: 1. Its LUMO energy is 3.55 eV. The value obtained for the gap between HOMO and LUMO is 6.42 eV.



Need the numbers? Relative energies in eV: <1> 1.153; <2> 0.000.



<1>
Molecular formula: C3H10NOS
Method: DFT, ωB97M-V with the def2-TZVPD basis set

Last column: Löwdin charge in e.
Geometry (Å):
C  -0.799  -0.065  -2.294  -0.16
N  -0.870  0.812  -1.117  -0.15
C  0.168  0.465  -0.134  -0.37
C  0.233  1.257  1.176  -0.75
S  1.422  0.650  2.374  0.26
H  -1.638  -0.764  -2.316  0.06
H  -0.731  0.506  -3.220  0.06
H  0.044  -0.762  -2.164  0.07
H  -1.776  0.705  -0.675  0.08
H  1.131  0.500  -0.673  0.10
H  0.091  -0.616  0.113  0.08
H  0.442  2.297  0.918  0.03
H  -0.803  1.207  1.551  0.04
H  1.150  -1.329  1.958  -0.13
H  1.179  -2.589  2.657  -0.01
O  0.757  -2.274  1.846  -0.22

For the HOMO energy, the calculation gives -0.1029 hartree. The total charge is -1. As for the multiplicity: 1. Its LUMO energy is 3.86 eV. The value obtained for the gap between HOMO and LUMO is 6.66 eV.



<2>
Molecular formula: C3H10NOS
Method: DFT, ωB97M-V with the def2-TZVPD basis set

Last column: Löwdin charge in e.
Geometry (Å):
C  2.559  -0.209  0.426  -0.17
N  1.156  -0.270  0.754  -0.20
C  0.515  -1.502  1.145  -0.36
C  -1.022  -1.507  0.855  -0.72
S  -1.523  -0.432  -0.538  0.13
H  3.214  0.294  1.140  0.05
H  2.725  0.207  -0.576  0.07
H  2.971  -1.245  0.411  0.06
H  0.523  0.168  0.073  -0.04
H  0.981  -2.374  0.663  0.08
H  0.715  -1.646  2.232  0.09
H  -1.517  -1.146  1.761  0.02
H  -1.317  -2.529  0.597  0.02
H  -0.900  3.478  -2.527  0.02
H  -0.274  2.973  -1.224  0.03
O  -0.395  3.758  -1.772  -0.07

For the HOMO energy, the calculation gives -0.0970 hartree. The total charge is -1. As for the multiplicity: 1. Its LUMO energy is 3.82 eV. The value obtained for the gap between HOMO and LUMO is 6.46 eV.



Need the numbers? Relative energies in eV: <1> 0.000; <2> 0.149.



<1>
Molecular formula: C3H10NOS
Method: DFT, ωB97M-V with the def2-TZVPD basis set

Last column: Löwdin charge in e.
Geometry (Å):
C  2.186  0.043  3.220  -0.48
S  1.194  1.014  2.051  0.66
C  -0.204  -0.121  1.493  -0.41
H  2.242  0.501  4.167  -0.03
H  3.171  0.134  2.669  0.02
H  1.621  -1.014  3.320  0.07
H  -1.270  0.171  1.810  0.05
H  -0.110  -0.036  0.419  -0.06
H  0.085  -1.240  1.693  0.06
N  -2.037  0.470  -3.464  -0.11
C  -0.969  -0.414  -2.807  -0.59
O  -0.620  0.003  -1.531  -0.38
H  -2.305  0.907  -2.517  0.04
H  -1.663  1.387  -3.951  0.05
H  -1.254  -1.433  -2.963  0.03
H  -0.067  -0.373  -3.609  0.08

For the HOMO energy, the calculation gives -0.1022 hartree. The total charge is -1. As for the multiplicity: 1. Its LUMO energy is 3.26 eV. The value obtained for the gap between HOMO and LUMO is 6.04 eV.



<2>
Molecular formula: C3H10NOS
Method: DFT, ωB97M-V with the def2-TZVPD basis set

Last column: Löwdin charge in e.
Geometry (Å):
C  -0.443  1.479  1.707  -0.19
C  -0.895  0.411  0.759  -0.58
S  -1.909  0.925  -0.734  0.58
H  -0.326  2.458  1.256  0.05
H  -1.111  1.670  2.570  0.06
H  0.520  1.140  2.105  0.06
H  -1.502  -0.375  1.185  0.06
H  -0.018  0.087  0.180  -0.01
H  -3.130  0.994  -0.148  -0.20
N  1.318  -2.296  -0.678  -0.04
C  1.910  -0.904  -0.671  -0.62
O  1.882  -0.343  0.532  -0.35
H  1.977  -2.986  -1.043  0.01
H  0.574  -2.317  -1.364  0.01
H  1.236  -0.319  -1.393  0.07
H  2.895  -0.956  -1.199  0.06

For the HOMO energy, the calculation gives -0.0971 hartree. The total charge is -1. As for the multiplicity: 1. Its LUMO energy is 3.34 eV. The value obtained for the gap between HOMO and LUMO is 5.99 eV.



<3>
Molecular formula: C3H10NOS
Method: DFT, ωB97M-V with the def2-TZVPD basis set

Last column: Löwdin charge in e.
Geometry (Å):
C  0.760  0.698  1.826  -0.13
C  1.444  0.835  0.483  -0.54
C  1.495  -0.523  -0.277  -0.69
S  -0.148  -1.211  -0.740  0.22
N  0.597  1.801  -0.281  -0.03
H  1.354  0.077  2.516  0.07
H  -0.171  0.151  1.686  0.03
H  0.624  1.644  2.344  0.06
H  2.454  1.239  0.574  0.11
H  2.183  -0.352  -1.111  0.04
H  1.952  -1.278  0.368  0.02
H  1.048  1.929  -1.196  0.05
H  -0.172  1.202  -0.582  -0.02
H  -3.157  0.016  0.460  0.01
H  -2.701  -1.005  -0.440  -0.08
O  -3.448  -0.426  -0.334  -0.10

For the HOMO energy, the calculation gives -0.1047 hartree. The total charge is -1. As for the multiplicity: 1. Its LUMO energy is 4.07 eV. The value obtained for the gap between HOMO and LUMO is 6.92 eV.



<4>
Molecular formula: C3H10NOS
Method: DFT, ωB97M-V with the def2-TZVPD basis set

Last column: Löwdin charge in e.
Geometry (Å):
C  0.924  -1.870  0.879  -0.18
N  -0.149  -0.973  0.544  -0.19
C  0.253  0.437  0.680  -0.37
C  1.260  0.936  -0.382  -0.78
S  0.405  2.255  -1.338  0.06
H  1.552  -1.625  1.748  0.07
H  1.787  -1.643  0.170  0.08
H  0.594  -2.951  0.958  0.09
H  -0.378  -1.041  -0.454  0.10
H  -0.682  1.042  0.629  0.06
H  0.846  0.378  1.614  0.09
H  1.551  0.071  -0.994  0.02
H  2.204  1.229  0.092  0.03
H  -2.215  -1.833  -0.116  0.00
H  -2.172  -2.088  1.317  0.01
O  -2.788  -2.165  0.578  -0.09

For the HOMO energy, the calculation gives -0.0921 hartree. The total charge is -1. As for the multiplicity: 1. Its LUMO energy is 3.60 eV. The value obtained for the gap between HOMO and LUMO is 6.11 eV.



Need the numbers? Relative energies in eV: <1> 3.020; <2> 1.914; <3> 0.000; <4> 1.375.



<1>
Molecular formula: C5H11N4
Method: DFT, ωB97M-V with the def2-TZVPD basis set

Last column: Löwdin charge in e.
Geometry (Å):
C  1.267  0.259  -2.543  0.00
C  2.278  -0.165  -1.691  0.00
C  0.229  0.712  -1.759  -0.01
C  -1.284  -1.483  0.439  0.07
C  -0.158  0.765  0.753  -0.40
N  1.838  0.039  -0.413  0.11
N  0.555  0.532  -0.438  -0.04
N  -1.034  1.742  0.552  0.19
N  0.621  0.311  1.820  0.13
H  1.100  0.343  -3.581  0.11
H  3.256  -0.513  -1.886  0.13
H  -0.781  1.038  -1.871  0.13
H  -1.908  -1.656  -0.381  -0.01
H  -0.212  -1.890  0.377  0.04
H  -1.832  -1.528  1.278  -0.04
H  -1.118  2.068  -0.435  0.13
H  -1.734  1.856  1.210  0.10
H  2.282  -0.311  0.429  0.17
H  0.775  -0.663  2.060  0.11
H  0.541  0.812  2.658  0.09

For the HOMO energy (spin up / spin down), the calculation gives -0.3866 / -0.4434 hartree. The total charge is +1. As for the multiplicity: 1. Its LUMO energy (spin up / spin down) is -3.83 / -4.08 eV. The value obtained for the gap between HOMO and LUMO (spin up / spin down) is 6.69 / 7.99 eV.



<2>
Molecular formula: C5H11N4
Method: DFT, ωB97M-V with the def2-TZVPD basis set

Last column: Löwdin charge in e.
Geometry (Å):
C  2.099  1.310  -0.015  -0.16
C  1.687  1.963  -1.276  -0.07
C  0.455  0.093  -1.280  -0.42
C  -0.553  -0.137  1.726  -0.11
C  -1.140  -0.778  0.528  -0.18
N  1.538  0.223  0.232  0.13
N  0.803  1.330  -1.910  0.12
N  0.720  -1.109  -2.013  0.16
N  -0.886  0.048  -0.706  0.09
H  2.870  1.796  0.631  0.14
H  2.049  2.948  -1.721  0.16
H  -0.727  0.975  1.662  0.10
H  -0.975  -0.550  2.728  0.13
H  0.573  -0.073  1.780  0.06
H  -2.206  -0.933  0.800  0.14
H  -0.774  -1.755  0.118  0.14
H  1.304  -1.785  -1.530  0.12
H  0.925  -0.764  -2.895  0.07
H  -1.089  1.045  -0.430  0.19
H  -1.511  -0.253  -1.461  0.19

For the HOMO energy, the calculation gives -0.5139 hartree. The total charge is +1. As for the multiplicity: 1. Its LUMO energy is -4.29 eV. The value obtained for the gap between HOMO and LUMO is 9.70 eV.



<3>
Molecular formula: C5H11N4
Method: DFT, ωB97M-V with the def2-TZVPD basis set

Last column: Löwdin charge in e.
Geometry (Å):
N  2.329  -1.679  0.235  0.24
N  2.755  -0.652  0.422  0.08
C  2.397  0.857  -0.039  -0.14
N  1.196  1.382  0.267  -0.01
C  -0.013  1.068  -0.445  -0.10
C  -0.424  -0.381  -0.084  -0.44
N  0.552  -1.339  -0.635  0.07
C  -1.952  -0.651  -0.150  0.00
C  -1.189  -0.650  1.138  -0.10
H  3.096  1.462  0.543  0.14
H  2.559  0.683  -1.085  0.13
H  1.153  1.848  1.203  0.18
H  -0.728  1.788  -0.120  0.14
H  0.154  1.180  -1.438  0.10
H  -0.018  -2.220  -0.719  0.15
H  0.876  -0.999  -1.557  0.13
H  -2.186  -1.617  -0.432  0.09
H  -2.388  0.278  -0.229  0.09
H  -1.472  -0.106  2.006  0.11
H  -0.812  -1.541  1.625  0.11

For the HOMO energy, the calculation gives -0.4876 hartree. The total charge is +1. As for the multiplicity: 1. Its LUMO energy is -4.34 eV. The value obtained for the gap between HOMO and LUMO is 8.93 eV.



<4>
Molecular formula: C5H11N4
Method: DFT, ωB97M-V with the def2-TZVPD basis set

Last column: Löwdin charge in e.
Geometry (Å):
C  -2.435  0.846  -0.815  -0.06
C  -1.808  0.071  0.365  -0.24
N  -0.480  0.646  0.599  -0.06
N  0.590  0.031  0.061  -0.01
C  0.922  -1.168  -0.280  -0.11
C  2.342  -1.417  -0.605  -0.15
N  3.198  -0.409  -0.093  0.09
C  2.950  0.873  -0.022  -0.07
N  3.023  2.084  -0.194  0.29
H  -2.230  1.968  -0.703  0.10
H  -2.161  0.295  -1.759  0.10
H  -3.488  0.693  -0.736  0.06
H  -2.334  0.093  1.311  0.12
H  -1.676  -0.923  0.227  0.06
H  -0.660  1.708  0.528  0.16
H  0.146  -1.907  -0.432  0.12
H  2.614  -2.313  -0.185  0.11
H  2.342  -1.506  -1.722  0.16
H  4.087  -0.713  0.339  0.20
H  2.702  3.048  0.064  0.16

For the HOMO energy, the calculation gives -0.4532 hartree. The total charge is +1. As for the multiplicity: 1. Its LUMO energy is -3.66 eV. The value obtained for the gap between HOMO and LUMO is 8.67 eV.



Need the numbers? Relative energies in eV: <1> 1.718; <2> 0.000; <3> 1.233; <4> 1.170.